Entry P
DFT (ωB97M-V with the def2-TZVPD basis set) results for a gas-phase ion, C7H16N5O2 (charge +1).

```
30
Properties=species:S:1:pos:R:3
C 2.954 -1.448 0.068
N 1.819 -1.004 0.356
C 1.424 0.320 -0.032
C -0.016 0.321 -0.577
C -0.628 1.743 -0.544
C 0.085 2.695 -1.496
C -0.974 -0.675 0.026
N -2.024 -0.955 -0.739
N -0.845 -1.328 1.165
C -1.713 -2.438 1.520
N 0.103 -1.097 2.130
N 0.109 0.048 2.653
O -0.570 1.002 2.394
O 1.046 0.174 3.616
H 3.213 -2.442 0.400
H 3.706 -0.896 -0.496
H 2.084 0.746 -0.798
H 1.496 0.974 0.843
H 0.049 0.019 -1.630
H -1.682 1.689 -0.821
H -0.578 2.136 0.472
H -0.452 3.637 -1.528
H 0.122 2.290 -2.504
H 1.099 2.902 -1.169
H -2.128 -0.495 -1.631
H -2.792 -1.526 -0.425
H -1.231 -2.975 2.333
H -2.686 -2.085 1.865
H -1.830 -3.122 0.681
H 1.543 -0.657 3.718
```

As for the total charge: +1. Its structure (SMILES) is C=NC[C@H](CC)C(=[NH2+])N(C)/N=[N+](\[O-])O. The gap between HOMO and LUMO is 9.6 eV. The LUMO energy comes out at -3.31 eV. Its multiplicity is 1. As for the molar mass: 202.2 Da.

natural (NBO) atomic charge list, values in e, 2 entries:
1. C -0.003
2. N -0.440


Entry Q
DFT (ωB97M-V with the def2-TZVPD basis set) results for a gas-phase ion, C7H16N5O2 (charge +1).

```
30
Properties=species:S:1:pos:R:3
C 3.004 0.641 -1.383
N 2.586 -0.366 -0.430
C 1.354 -0.541 0.195
N 0.331 0.163 -0.331
N -0.934 0.206 0.143
C -1.789 1.029 -0.304
N -2.034 2.007 -1.195
C -3.223 2.805 -1.508
O -3.031 0.718 0.353
C -3.324 -0.466 0.780
O -2.740 -1.490 0.631
N 1.344 -1.480 1.029
C 0.161 -2.129 1.482
C 2.606 -1.841 1.748
H 3.237 0.524 -2.470
H 2.389 1.570 -1.234
H 3.959 1.010 -0.874
H 3.248 -1.057 -0.453
H 0.654 0.576 -1.222
H -1.236 2.444 -1.651
H -3.173 3.103 -2.544
H -4.232 2.308 -1.303
H -3.090 3.649 -0.969
H -4.326 -0.466 1.253
H -0.759 -1.509 1.415
H -0.075 -3.001 0.681
H 0.293 -2.587 2.556
H 3.438 -1.096 1.736
H 2.444 -2.077 2.777
H 2.917 -2.646 1.092
```

As for the total charge: +1. Its structure (SMILES) is CN/C(=[NH+]/N=C(\NC)OC=O)N(C)C. The gap between HOMO and LUMO is 9.4 eV. The LUMO energy comes out at -2.62 eV. Its multiplicity is 1. As for the molar mass: 202.2 Da.

natural (NBO) atomic charge list, values in e, 2 entries:
1. C -0.467
2. N -0.595


entry Q (153.2 kJ/mol below the next structure)